Density functional theory data (ωB97M-V/def2-TZVPD) for a molecular structure, C7H20ClRuSiTi.

```
31
Properties=species:S:1:pos:R:3:forces:R:3:lowdin_charge:R:1
Ru 0.348 -0.077 -2.349 0.928 2.714 -2.109 0.965
Ti -0.928 -0.077 -0.245 -1.571 -0.892 2.404 0.178
Cl -1.853 1.775 -1.277 0.234 0.450 -0.383 -0.076
Si 0.273 0.709 1.856 -0.640 -0.068 -0.189 0.383
C -1.053 1.971 2.404 0.113 0.224 0.361 -0.282
C -2.527 -1.297 0.364 -0.016 -0.318 0.302 -0.300
C 1.871 1.653 1.588 0.369 0.339 0.182 -0.273
C 2.333 -0.144 -2.768 1.169 0.070 -0.776 -0.330
C 0.560 -0.408 3.353 0.159 -0.124 0.234 -0.265
C -0.955 -0.775 -3.691 -1.002 -0.762 -2.121 -0.354
C 0.351 -1.571 -1.186 0.014 -3.328 1.741 -0.460
H 2.345 -0.173 -3.876 0.522 -0.082 0.508 -0.031
H -0.321 -1.036 3.538 0.162 0.082 0.011 0.009
H 1.285 -1.841 -0.649 -0.535 0.089 -0.031 -0.020
H -3.397 -0.645 0.526 -0.014 -0.175 0.024 -0.032
H 1.805 2.289 0.699 0.037 -0.049 0.093 0.010
H -2.738 -1.989 -0.474 -0.077 0.138 0.275 -0.025
H 2.722 -1.059 -2.292 0.194 0.542 -0.351 -0.028
H 2.096 2.293 2.453 0.130 -0.029 -0.103 0.015
H -2.000 1.466 2.664 0.324 0.166 -0.116 0.019
H -0.232 -2.507 -1.467 0.581 1.012 0.403 0.002
H 2.703 0.952 1.442 -0.079 0.139 0.005 0.014
H 1.419 -1.069 3.163 -0.215 0.105 0.122 0.012
H -1.174 -1.827 -3.447 -0.154 0.382 -0.204 -0.021
H 0.766 0.184 4.258 -0.006 -0.158 -0.115 0.015
H -1.259 2.708 1.612 0.048 -0.214 0.273 -0.005
H -0.681 2.493 3.298 -0.234 0.143 -0.018 0.007
H 2.789 0.773 -2.388 0.379 -0.119 -0.097 -0.038
H -1.859 -0.164 -3.752 -0.025 -0.168 -0.160 -0.035
H -2.315 -1.880 1.280 -0.218 0.051 -0.313 -0.030
H -0.375 -0.725 -4.638 -0.577 -0.160 0.147 -0.026
```
Positions in Å, forces in eV/Å.

Computed properties:
2S+1: 7
total energy: -53675.1836 eV
charge: -1
gap between HOMO and LUMO (spin up / spin down): 5.440 / 6.135 eV